Density functional theory data (ωB97M-V/def2-TZVPD) for a molecular structure, C38H57BCdF4N5O2S4 in a non-equilibrium geometry.

Its energy above the lowest of the compared OMol25 structures with the same formula, charge and spin is 2.626 eV. The charge is -1. As for the orbital gap: 6.45 eV. As for the strongest force on any atom: 1.8 eV Å⁻¹.

Cartesian coordinates (Å):
Cd -0.457 0.494 -0.032
S -3.708 -0.788 -2.360
S -0.400 -3.240 1.161
S 0.519 1.969 -3.905
S -4.191 -2.288 1.455
F -2.395 3.785 -2.764
F -2.289 1.688 -1.883
F -4.098 3.008 -1.473
F -3.769 2.189 -3.556
O -1.860 -1.205 0.406
O 0.390 1.281 -2.616
N 1.688 -0.995 1.178
N 2.594 -2.436 -0.351
N 1.079 -1.043 -1.429
N 3.484 -2.454 1.783
N 2.096 -2.859 -2.544
C -0.088 -5.329 -0.306
C -3.252 -0.835 -4.008
C 1.755 1.618 2.655
C -1.593 3.887 0.460
C -0.188 0.882 4.147
C 2.519 -1.905 0.928
C 3.855 3.732 1.100
C -1.325 4.201 2.860
C -1.095 -0.255 3.651
C -3.563 -2.757 -0.067
C -5.550 -3.916 0.003
C -5.584 -3.275 1.200
C 0.330 -4.774 0.863
C -1.019 -4.510 -0.982
C 3.764 -3.872 1.804
C 0.383 1.625 2.940
C -0.976 1.747 5.142
C 3.622 -1.868 3.097
C 1.319 0.716 -5.071
C -1.507 3.112 1.781
C 1.835 -2.050 -1.431
C 3.186 2.264 -0.816
C 4.378 1.293 1.135
C -2.365 -1.769 -1.917
C 0.393 0.466 -6.257
C -2.841 2.379 1.961
C 0.771 2.416 0.809
C -2.218 -2.189 -0.476
C -0.656 1.580 -6.269
C -0.285 2.182 1.804
C -1.264 -3.349 -0.313
C -1.058 1.805 -4.830
C -4.382 -3.619 -0.728
C 3.342 2.337 0.706
C 0.937 0.232 4.968
C -2.124 -1.572 -4.207
C 2.007 2.107 1.373
C -1.624 -2.119 -3.007
B -3.158 2.681 -2.413
H 1.018 -5.189 1.574
H 3.601 -4.341 0.838
H -4.159 -4.011 -1.703
H 2.283 1.116 -5.378
H -1.916 0.124 3.053
H 0.602 -0.849 -2.301
H -0.381 2.600 5.464
H 4.606 -2.139 3.483
H -3.814 -0.265 -4.721
H -1.265 3.799 3.860
H 1.409 -2.779 -3.278
H -0.537 -0.943 3.019
H 2.666 1.349 -1.093
H 3.134 4.494 0.809
H -1.639 2.709 -4.683
H -0.403 4.750 2.673
H 2.606 3.104 -1.188
H 3.564 -0.785 3.025
H 2.862 -2.228 3.802
H 0.510 -0.328 5.799
H 4.163 2.286 -1.302
H -2.517 4.459 0.423
H -0.104 -0.499 -6.145
H -1.505 -0.810 4.496
H -1.906 2.097 4.711
H 5.326 1.472 0.626
H 1.630 -0.632 2.121
H -0.217 2.494 -6.676
H 3.133 -4.387 2.538
H -1.512 1.311 -6.891
H -1.229 1.158 6.025
H 4.556 1.343 2.207
H -2.912 1.581 1.219
H 0.245 -6.286 -0.680
H -2.945 1.952 2.956
H 2.528 1.321 3.344
H 1.614 0.979 5.376
H 1.492 -0.175 -4.473
H -0.772 4.593 0.365
H 3.361 -3.059 -0.552
H -6.327 -4.567 -0.359
H 4.807 3.944 0.613
H -1.490 -4.786 -1.908
H -6.346 -3.323 1.952
H -1.671 -1.737 -5.171
H 4.025 0.298 0.875
H 0.939 0.444 -7.203
H 4.810 -4.013 2.088
H -0.757 -2.752 -2.950
H -2.160 4.901 2.823
H -3.673 3.063 1.800
H -1.587 3.222 -0.394
H 1.509 -0.464 4.365
H 2.344 -3.817 -2.347
H -1.597 0.966 -4.396
H 0.645 3.039 -0.059
H 3.992 3.792 2.178

Forces on the atoms, in the same order (eV/Å):
Cd 0.338 -0.836 0.217
S 0.395 -0.237 -0.418
S 0.138 -0.911 -0.273
S -0.201 -0.283 -1.737
S -0.367 -0.311 -0.262
F 0.559 0.705 -0.164
F 0.386 -0.293 0.266
F -0.650 0.227 0.693
F -0.471 -0.505 -0.781
O 0.439 1.252 -0.137
O -0.045 -0.469 1.293
N -0.361 0.471 0.100
N 0.283 -0.411 0.009
N -0.780 0.705 0.109
N 0.059 0.161 -0.054
N 0.142 0.090 -0.100
C 0.170 -0.170 0.027
C -0.156 0.058 0.327
C 0.162 0.363 0.089
C 0.033 -0.167 0.106
C -0.090 -0.090 0.253
C 0.150 0.031 0.303
C -0.022 -0.219 -0.068
C -0.011 -0.214 -0.088
C 0.088 0.156 0.080
C -0.200 0.148 0.317
C -0.155 -0.063 0.118
C 0.218 0.218 0.306
C -0.111 0.283 0.348
C -0.038 0.189 -0.099
C 0.047 -0.068 -0.003
C -0.070 -0.359 0.032
C 0.061 -0.113 -0.134
C -0.020 0.089 -0.080
C -0.090 0.500 0.128
C -0.283 0.184 0.063
C 0.102 -0.284 -0.447
C 0.017 -0.061 0.222
C -0.189 0.176 -0.091
C -0.154 0.100 -0.112
C -0.068 0.017 -0.208
C 0.165 0.070 -0.033
C -0.253 0.262 0.295
C -0.268 -0.416 -0.266
C 0.107 -0.154 -0.006
C 0.210 0.286 -0.401
C 0.309 0.130 0.237
C 0.277 0.408 0.101
C 0.214 0.136 0.117
C 0.142 0.048 -0.054
C -0.181 0.114 -0.101
C -0.214 -0.009 -0.272
C 0.137 -0.180 -0.244
C 0.080 0.117 0.185
B 0.186 -0.067 0.136
H 0.166 -0.140 0.135
H -0.029 -0.064 0.027
H 0.058 -0.048 -0.235
H 0.055 0.063 0.053
H -0.133 0.009 -0.095
H 0.099 -0.216 -0.197
H 0.006 0.114 0.028
H -0.010 0.040 0.058
H -0.099 0.095 -0.169
H -0.019 -0.058 0.142
H 0.033 0.001 0.085
H 0.057 -0.128 -0.080
H -0.025 -0.104 -0.115
H -0.066 0.095 -0.033
H -0.034 0.042 0.136
H 0.098 0.080 -0.044
H -0.123 0.106 -0.106
H -0.006 0.052 0.060
H -0.028 0.009 -0.008
H -0.080 -0.038 0.081
H 0.118 0.030 -0.048
H -0.138 -0.030 -0.009
H 0.007 0.043 0.012
H -0.058 -0.105 0.089
H -0.119 0.130 0.000
H 0.105 0.013 -0.025
H 0.295 -0.191 0.157
H -0.030 0.040 -0.100
H 0.010 -0.084 -0.007
H -0.016 0.093 0.033
H -0.022 -0.090 0.064
H 0.042 -0.058 0.178
H -0.168 -0.068 0.031
H 0.058 -0.115 0.015
H -0.024 -0.117 0.043
H 0.095 -0.247 0.088
H 0.129 0.094 0.057
H 0.027 0.019 0.219
H 0.139 0.044 -0.043
H -0.158 0.241 0.044
H -0.182 -0.114 0.008
H 0.147 0.068 -0.060
H -0.121 0.031 -0.161
H -0.210 -0.007 0.133
H 0.000 0.011 -0.170
H 0.022 -0.152 0.000
H 0.047 -0.077 0.063
H -0.030 -0.109 -0.009
H 0.118 -0.145 0.088
H -0.087 0.109 -0.054
H -0.072 0.040 -0.010
H -0.036 -0.016 -0.222
H 0.151 -0.123 -0.094
H -0.201 0.038 0.054
H 0.115 -0.006 0.105
H -0.064 0.056 -0.171
H 0.023 0.038 0.128

Density functional theory data (ωB97M-V/def2-TZVPD) for 12 unconnected molecules or ions with the total composition C44H66O34 in a non-equilibrium geometry.

Its energy above the lowest of the compared OMol25 structures with the same formula, charge and spin is 0.000 eV. The charge is -2. As for the orbital gap: 7.14 eV. As for the strongest force on any atom: 3.2 eV Å⁻¹.

Cartesian coordinates (Å):
O 3.853 0.288 4.695
O 0.182 -0.639 1.866
O -2.464 1.414 5.693
O -3.888 -4.086 6.227
O -5.244 -1.280 -1.771
O -5.502 2.733 0.641
O -3.330 -2.759 4.479
O -0.443 -5.584 -3.009
O 1.118 5.678 -0.008
O 1.667 4.301 -4.164
O -7.225 1.443 0.071
O -4.648 -1.821 -3.827
O -2.845 0.755 7.801
O 3.159 3.245 -2.855
O -5.593 0.618 1.343
O -0.999 1.121 1.200
O 0.870 -0.435 -6.593
O 5.701 -2.227 -0.013
O 0.116 7.581 0.658
O 4.950 -1.056 6.154
O 2.838 -4.613 1.069
O -1.613 -4.343 -1.508
O -4.633 -4.541 4.162
O 2.815 0.139 -5.684
O -6.786 -1.867 -3.270
O 2.131 1.190 -7.554
O 4.254 -0.550 -0.305
O 2.436 -6.361 2.402
O 0.801 -4.909 1.911
O -0.601 5.577 1.388
O 1.005 2.467 -3.085
O -1.535 -0.458 6.426
O 6.316 -0.410 -1.133
O 3.547 -1.925 4.626
C -0.233 -3.218 -3.095
C -6.206 1.571 0.615
C 2.057 -3.524 0.511
C 2.705 -0.953 -3.570
C 5.991 1.365 -2.760
C -3.790 -1.052 -1.825
C -0.812 -4.500 -2.492
C -3.834 3.530 2.190
C -3.913 -3.821 5.071
C 0.228 4.251 -4.381
C -5.686 -1.666 -2.964
C -0.547 2.093 4.448
C -2.468 -2.514 2.245
C -0.092 4.570 -5.801
C 2.861 -1.431 3.459
C -1.601 1.021 4.587
C 5.449 -1.155 -0.394
C 0.665 4.302 -0.088
C 1.824 3.390 0.278
C -2.326 0.592 6.742
C 1.012 -1.292 -5.466
C 5.792 0.926 -1.330
C 2.869 0.082 3.668
C 2.366 -3.412 -0.953
C 2.045 3.307 -3.309
C -1.018 -0.315 5.132
C 3.251 0.840 2.434
C 1.982 0.353 -6.719
C -4.344 1.113 1.835
C 0.643 -3.900 0.904
C -0.453 4.203 0.932
C -4.558 -3.931 2.861
C 4.183 -0.905 5.256
C -0.088 2.807 -3.949
C -3.719 -2.648 3.103
C 0.191 6.394 0.673
C 2.498 -1.131 -5.037
C 4.307 0.723 -0.903
C 2.046 -5.414 1.816
C -4.206 2.474 1.151
C -0.139 0.206 1.010
C -3.214 -1.586 -0.533
C -3.448 -1.857 -3.076
C 0.460 0.052 -0.388
H 4.148 1.552 -0.203
H 0.393 4.206 -1.143
H 1.885 0.411 4.001
H -3.790 4.510 1.701
H -3.983 -4.592 2.213
H 3.577 0.849 -1.699
H -1.254 -1.060 4.373
H -3.742 -1.288 0.369
H -2.156 -1.320 -0.443
H -0.041 2.151 -4.821
H 0.812 -3.350 -3.377
H -0.139 3.653 1.817
H 0.949 -2.328 -5.802
H 2.064 3.600 1.319
H 0.011 0.637 -1.188
H 1.740 -2.656 -1.448
H 2.596 0.497 1.628
H -1.648 -3.115 2.640
H -2.133 -1.488 2.098
H 0.233 3.801 -6.492
H -1.040 2.722 -3.434
H 4.278 0.657 2.114
H -1.177 4.698 -5.870
H 3.410 -3.208 -1.178
H 0.135 1.875 3.627
H 5.619 2.370 -2.953
H -0.823 -3.135 -4.018
H -0.023 -3.096 1.187
H 0.070 -0.245 5.154
H 3.677 -0.521 -3.359
H -1.382 3.753 0.600
H -3.511 0.496 1.499
H -0.146 5.001 -3.679
H -2.596 -1.397 -3.593
H 3.060 -1.921 -5.535
H 3.325 -1.791 2.542
H 3.128 1.924 2.485
H 2.372 -2.591 0.987
H -3.204 -2.681 -0.529
H 0.303 -1.132 -4.659
H 7.069 1.383 -2.951
H 0.290 -0.991 -0.692
H 1.542 0.208 -0.331
H 1.917 -0.325 -3.162
H -4.380 1.221 2.918
H 1.832 -1.787 3.480
H 6.239 1.657 -0.656
H -4.673 3.598 2.890
H -0.970 3.093 4.295
H -3.016 -2.829 -2.794
H 0.325 5.535 -6.084
H 2.059 -4.312 -1.507
H -0.030 2.218 5.406
H -0.348 -2.348 -2.448
H -3.628 0.026 -1.954
H -2.194 0.905 3.687
H -4.246 -1.702 2.939
H -5.563 -3.751 2.503
H -2.670 -2.897 1.236
H 2.659 3.461 -0.417
H 1.544 2.338 0.203
H -2.901 3.397 2.729
H 0.209 -4.365 0.003
H 5.515 0.685 -3.464
H -3.391 2.446 0.420
H 2.675 -1.936 -3.098

Forces on the atoms, in the same order (eV/Å):
O -0.051 -0.407 0.412
O 0.717 -0.215 0.213
O -0.232 0.201 -0.407
O 0.393 -0.009 0.191
O 0.452 0.493 0.449
O 0.382 -0.077 -0.515
O -0.242 -0.007 0.407
O -0.218 1.051 0.214
O -0.598 0.079 0.194
O 0.049 -0.675 0.278
O -2.260 -0.279 -1.150
O 0.591 -0.446 -0.242
O 0.028 -0.014 0.088
O -1.271 -0.500 -0.122
O 0.281 -0.187 -0.016
O 0.323 0.125 -0.359
O 0.358 0.403 -0.182
O 0.274 -1.844 1.052
O 0.042 0.230 0.164
O -0.073 0.238 0.109
O -0.327 0.041 -0.240
O 0.557 0.184 -1.000
O 0.159 0.356 -0.022
O 0.418 -0.394 -0.439
O -3.147 -0.344 -0.630
O -0.079 -0.242 -0.063
O -0.297 0.158 0.370
O 0.229 -1.061 0.353
O -0.122 0.170 -0.119
O -0.741 -0.126 -0.567
O 0.421 0.038 0.346
O -0.270 -0.219 0.315
O 0.202 0.882 0.309
O 0.226 0.390 -0.067
C -0.218 -0.280 -0.603
C 1.622 0.291 1.147
C 0.869 0.517 0.519
C 0.215 -0.774 0.089
C 0.664 -0.064 -0.040
C -0.936 -0.605 0.532
C -0.227 -1.279 1.296
C -1.017 0.953 -0.526
C -0.838 0.043 -0.606
C 0.975 -0.371 0.694
C 2.616 0.179 0.222
C -0.050 0.706 0.185
C 0.001 -0.769 -0.517
C -0.683 0.581 -0.056
C -0.622 -0.052 0.659
C 0.484 0.155 1.291
C 0.086 1.283 -1.614
C 1.241 -0.254 -0.438
C -0.323 -0.352 -0.398
C -0.035 -0.290 -0.272
C 1.310 -1.361 -0.025
C -1.249 -0.663 -0.487
C 0.238 0.095 -0.528
C -0.967 -0.361 -1.169
C 0.470 0.914 -0.644
C 0.501 0.973 -2.026
C -0.104 0.326 -0.918
C -0.619 0.219 0.820
C 0.199 0.208 -0.619
C -0.312 -0.795 -1.855
C 0.320 0.461 0.942
C 0.985 0.251 0.551
C -0.174 -0.336 -0.603
C 0.348 0.633 -0.460
C 0.592 0.271 -0.659
C 0.346 -0.327 0.000
C -1.227 1.265 -0.652
C 0.741 1.809 -0.077
C 0.066 1.349 0.228
C 1.371 0.287 1.825
C -1.472 0.520 0.157
C 0.526 -0.436 -0.350
C 1.805 0.703 0.645
C 0.039 -0.818 -0.165
H -0.600 -0.575 0.332
H -0.423 -0.429 0.213
H 0.127 0.050 0.275
H 0.125 -0.063 0.043
H -0.311 -0.104 -0.157
H 0.089 -0.331 -0.103
H -0.311 -0.690 0.797
H -0.169 0.498 -0.327
H -0.133 0.188 0.066
H -0.174 -0.092 0.078
H -0.077 -0.082 -0.029
H 0.023 -0.258 -0.175
H -0.681 0.093 -0.035
H 0.433 0.002 -0.084
H 0.021 0.512 0.301
H 0.243 0.166 0.605
H 0.042 -0.009 0.078
H -0.062 0.053 0.162
H 0.065 0.017 0.380
H 0.123 -0.125 -0.058
H 0.076 -0.192 0.187
H 0.026 -0.246 0.233
H 0.024 -0.200 -0.162
H 0.096 0.046 0.324
H 0.024 -0.115 0.055
H -0.203 -0.002 0.234
H 0.197 0.489 0.017
H 0.292 0.166 0.514
H 0.000 -0.061 0.299
H 0.095 0.050 -0.066
H -0.127 0.323 -0.211
H -0.108 -0.306 0.327
H -0.441 -0.120 -0.126
H -0.563 0.249 -0.401
H 0.423 0.142 0.315
H 0.386 0.168 0.151
H -0.073 -0.065 0.412
H 0.045 -0.146 0.176
H -0.151 0.145 -0.433
H -0.175 0.470 -0.178
H -0.125 -0.074 -0.161
H 0.281 0.067 0.200
H -0.057 -0.061 -0.219
H 0.003 0.092 0.151
H -0.085 -0.215 0.041
H 0.063 -0.166 -0.062
H 0.409 -0.384 0.144
H 0.224 -0.072 0.192
H -0.257 -0.239 -0.337
H -1.014 -0.334 -0.149
H 0.194 -0.055 -0.008
H 0.230 -0.166 0.363
H 0.262 -0.396 -0.147
H -0.146 0.054 -0.069
H -0.107 -0.125 0.031
H -0.045 -0.068 -0.047
H -0.602 -0.315 0.498
H -0.062 0.021 -0.148
H 0.118 -0.097 0.539
H 0.152 0.544 0.233
H -0.435 0.109 0.188
H 0.070 -0.482 -0.134
H -0.327 -0.062 0.468
H 0.003 -0.062 0.011
H -0.598 -0.095 -0.544
H -0.074 0.165 0.118

Density functional theory data (ωB97M-V/def2-TZVPD) for 2 unconnected molecules or ions with the total composition C4H13NO2 in a non-equilibrium geometry.

As for the SMILES: C[C@H](O)CCN.O. Its energy above the lowest of the compared OMol25 structures with the same formula, charge and spin is 1.224 eV. As for the orbital gap: 10.24 eV. As for the strongest force on any atom: 3.7 eV Å⁻¹.

Cartesian coordinates (Å):
O -1.218 -0.677 -2.744
O 0.891 0.312 6.538
N -0.215 0.353 1.302
C -0.340 0.832 -1.168
C -1.072 0.652 0.175
C 1.259 -0.604 -2.523
C -0.096 -0.541 -1.778
H 0.421 -0.353 0.934
H 0.560 1.316 -0.793
H -0.942 -1.460 -3.261
H -0.868 1.541 -1.817
H -0.821 -0.007 2.016
H -1.545 1.660 0.243
H -1.982 0.035 0.047
H 1.246 0.546 5.680
H 1.467 -1.621 -2.873
H -0.293 -1.343 -1.049
H 1.201 -0.078 -3.482
H 0.294 -0.438 6.479
H 2.055 -0.128 -1.926

Forces on the atoms, in the same order (eV/Å):
O 1.510 -0.924 0.155
O 0.092 0.262 0.685
N 0.088 0.125 -1.186
C 0.197 -0.831 1.963
C -2.350 2.466 -1.406
C -0.638 -0.270 -0.181
C -0.718 1.075 -1.858
H -0.014 -0.266 0.843
H 0.538 0.054 -0.615
H -0.639 0.485 0.106
H 0.117 -0.563 -0.058
H 0.293 -0.511 0.492
H 0.325 -0.369 0.928
H 0.586 -0.450 0.085
H -0.233 -0.322 -0.243
H 0.412 -0.062 0.615
H 0.715 0.219 0.009
H -0.266 0.463 0.356
H 0.140 0.065 -0.451
H -0.155 -0.646 -0.239